DFT (the ωB97M-V functional and the def2-TZVPD basis) results for 16 unconnected molecules or ions with the total composition C23H78N6O16.

Summary:
net charge	0

The geometry in XYZ format:
```
123
Properties=species:S:1:pos:R:3:forces:R:3
C -0.78480 -1.28337 5.69075 0.5 -0.4 0.9
C -0.13780 -2.48837 5.01775 -2.3 -0.2 0.7
O -0.43480 -2.41837 3.64375 0.5 0.7 -0.9
H -1.81780 -1.08637 5.43975 0.0 0.0 -0.4
H -0.11580 -0.48637 5.48875 0.0 1.4 -0.8
H -0.73280 -1.23737 6.76875 0.0 -0.8 0.6
H -0.53280 -3.44037 5.37075 0.3 0.0 0.5
H 0.91220 -2.43437 5.14775 1.2 -0.3 0.3
H -0.96280 -3.16737 3.41375 -0.3 -0.6 -0.4
C -1.66080 1.20263 3.40775 1.6 -1.2 -1.7
C -2.60680 0.15663 2.86175 1.7 -1.2 0.2
O -3.89680 0.63963 2.80575 -2.1 0.1 0.2
H -1.64280 2.04463 2.69175 0.0 -0.1 0.7
H -0.64780 0.70263 3.32975 -0.9 0.9 0.4
H -1.86480 1.47763 4.43175 -0.2 0.2 0.2
H -2.54080 -0.73837 3.48675 -0.2 0.0 0.2
H -2.29980 -0.25237 1.87075 -0.1 0.8 0.4
H -4.38080 0.27663 3.56275 0.0 0.4 -0.4
C 0.26820 -0.09437 0.64775 -1.3 0.8 2.3
C 0.07020 -0.29137 -0.77725 -0.6 1.1 -2.0
O 1.20020 -0.96837 -1.32825 0.3 -0.1 -0.4
H -0.26880 0.79763 1.07575 0.1 -1.0 -0.4
H 1.27320 0.05963 0.92775 1.4 0.0 0.1
H -0.02680 -1.00537 1.16875 -0.1 0.1 0.4
H -0.08580 0.61963 -1.35825 0.4 0.3 0.3
H -0.93780 -0.74437 -0.90525 1.0 -0.9 -0.4
H 1.90320 -0.31437 -1.60725 -1.4 -0.7 0.0
C -2.97280 1.75163 -1.75025 0.9 -1.0 1.0
C -2.94180 1.49263 -0.22025 0.5 1.0 -2.3
O -3.93680 2.30763 0.36375 -0.3 -1.0 0.9
H -3.96880 1.46763 -2.08025 0.1 0.0 -0.5
H -2.13980 1.22063 -2.26725 -0.9 -0.1 0.3
H -2.75680 2.77863 -1.92825 -0.3 1.1 -0.1
H -2.02480 1.85063 0.21275 0.9 -0.3 -0.1
H -2.99880 0.41263 -0.11125 -0.6 -0.2 0.6
H -3.89680 2.00463 1.28875 -0.7 0.5 -0.1
C -0.86680 4.06963 1.08075 -0.1 -0.4 0.9
C -0.81780 5.41663 0.42775 -2.1 0.5 -0.3
O -1.33580 5.35163 -0.91625 0.0 -0.2 0.0
H -1.87580 3.80663 1.42175 0.0 0.3 -0.3
H -0.25980 4.14063 1.99775 0.0 -0.4 -0.4
H -0.54880 3.22063 0.44975 0.3 0.7 0.3
H 0.15220 5.80963 0.31975 1.5 0.4 0.2
H -1.43680 6.14863 1.00875 0.6 -0.6 -0.3
H -2.02680 5.99763 -1.04625 -0.2 0.1 0.0
C 4.10320 0.10563 3.53675 -0.3 -0.8 0.7
C 3.00020 -1.02837 3.44975 0.6 2.2 0.7
O 1.75820 -0.34937 3.59475 -1.0 -1.2 0.6
H 3.97320 1.07963 3.02075 -0.6 -0.9 -0.3
H 4.96920 -0.36337 3.12575 1.0 0.0 -0.2
H 4.34320 0.43363 4.56275 -0.3 -0.6 -0.2
H 3.07920 -1.82437 4.19975 0.4 0.5 0.3
H 3.05020 -1.56137 2.52875 0.0 -0.2 -1.2
H 1.10920 -1.03137 3.89175 0.4 1.1 -0.8
C -0.55580 -0.58437 -4.37625 -0.2 -0.4 -1.0
C 0.62920 -0.99137 -5.29425 -0.4 2.0 2.0
O 0.29220 -0.61437 -6.58725 0.4 1.1 -1.6
H -0.94580 0.47763 -4.45125 0.6 -1.4 -0.4
H -0.25480 -0.72537 -3.37925 0.4 -0.1 1.5
H -1.34380 -1.33237 -4.56425 -0.1 0.8 -0.1
H 0.82820 -2.04137 -5.17825 -0.2 -0.6 -0.4
H 1.55420 -0.46837 -4.99625 -0.2 -0.2 0.1
H 0.46720 0.35863 -6.60725 -0.3 -1.3 -0.2
C 0.28920 2.58563 -3.13625 5.2 -4.2 -1.6
O 1.37120 1.72063 -3.40725 -5.1 4.4 1.4
N 0.05020 3.07463 -1.95625 0.6 0.6 3.6
N -0.57080 2.95863 -4.05625 -1.3 -0.4 -4.7
H 0.73220 2.83463 -1.23725 -0.1 -0.1 -0.4
H -0.61480 3.79463 -1.63025 0.3 -0.4 -1.2
H -0.42780 2.59463 -5.04825 -0.2 0.6 2.3
H -1.54180 3.21563 -3.87025 0.8 -0.1 0.3
C -4.10780 -1.33837 -3.15925 3.0 0.7 -7.5
O -3.91880 -1.14237 -4.51525 -1.0 -1.0 6.4
N -5.28880 -1.34537 -2.63925 -6.6 0.2 -0.1
N -3.11880 -1.59037 -2.32925 1.6 0.0 1.2
H -6.11980 -1.37337 -3.33825 2.3 0.4 1.9
H -5.52380 -1.27337 -1.63925 0.5 -0.1 -1.1
H -2.19480 -1.77637 -2.68125 0.1 0.2 -0.3
H -3.22980 -1.84437 -1.35025 -0.1 0.0 -0.6
C 4.46820 -0.11837 -1.33425 5.6 -1.8 -5.5
O 5.47420 -0.74637 -2.10825 -5.1 3.2 4.0
N 3.79720 0.94763 -1.67525 -0.2 3.1 -3.8
N 4.12320 -0.46137 -0.14925 1.2 -4.3 4.1
H 4.02520 1.43263 -2.55725 -0.3 -0.9 0.6
H 3.12620 1.47763 -1.11125 0.3 -0.9 -0.1
H 4.53720 -1.35337 0.19475 -0.9 1.2 -0.2
H 3.28020 -0.10037 0.23475 -0.4 -0.1 0.4
C 0.07520 -4.10137 -2.97125 -0.7 -1.7 -0.9
O -1.12980 -3.34337 -2.89825 0.3 -0.5 0.1
H 0.02120 -5.02037 -2.38425 -0.2 0.0 0.2
H 0.93920 -3.60537 -2.62825 0.5 1.3 0.6
H 0.32220 -4.44837 -3.98325 -0.3 0.3 -0.1
H -1.88480 -3.90137 -3.15725 0.6 0.3 0.1
C 3.80320 -3.54437 -2.34025 -0.8 0.1 -0.7
O 4.97420 -3.30337 -3.01825 0.9 -2.0 -1.8
H 4.04120 -3.77337 -1.32725 -0.4 -0.6 1.0
H 3.14320 -4.31137 -2.83525 1.0 0.4 0.5
H 3.24620 -2.63037 -2.38625 -0.9 0.7 0.4
H 5.32420 -2.47237 -2.74025 0.3 1.4 0.5
C -4.30980 -2.18737 0.77975 0.4 1.1 0.7
O -2.97180 -2.49237 0.40975 -0.3 0.4 -0.4
H -4.77880 -2.91737 1.38775 0.0 -0.9 1.2
H -4.94380 -2.28637 -0.07825 -0.1 0.7 -0.8
H -4.33980 -1.18737 1.30075 -0.3 -0.9 -0.8
H -2.56280 -3.09937 1.00975 0.2 -0.5 0.5
C 0.55520 -3.93937 0.37575 -0.6 -0.8 -0.4
O 1.74520 -3.44337 -0.15425 1.0 -0.6 0.6
H 0.49620 -4.03737 1.46575 0.8 -0.2 0.2
H 0.26720 -4.94837 -0.07925 0.3 1.4 0.5
H -0.15480 -3.16937 0.18275 -1.5 0.2 -0.5
H 1.58720 -2.57837 -0.56025 0.0 0.1 -0.1
C 1.84120 3.17663 3.65575 -1.8 0.6 2.3
O 1.28620 2.30063 2.73275 0.4 -0.4 -1.3
H 1.64320 4.21063 3.30575 0.7 -0.5 0.2
H 2.84820 2.94863 4.00275 0.4 0.3 -0.7
H 1.22820 3.04063 4.60375 0.6 0.5 -0.7
H 1.63820 1.42463 2.91175 -0.2 -0.7 0.3
C 3.09720 3.06963 0.43975 0.2 0.8 1.1
O 2.03720 2.25063 -0.02825 0.2 0.2 0.1
H 3.55320 3.52163 -0.45125 0.4 -0.5 0.5
H 3.76420 2.48363 1.14775 -0.3 0.7 -1.3
H 2.71220 3.91663 1.04375 0.0 -0.4 -0.3
H 1.61820 1.91063 0.76375 -0.5 0.0 0.4
```
Forces are in eV/Å.

Löwdin atomic charge list, values in e, 5 entries: -0.058, -0.282, -0.083, 0.071, 0.052


DFT (the ωB97M-V functional and the def2-TZVPD basis) results for a molecular structure, C23H8Cl64NO4S2.

Summary:
net charge	-1

The geometry in XYZ format:
```
102
Properties=species:S:1:pos:R:3:forces:R:3
O 5.99756 -1.34320 1.31404 0.6 0.9 -1.7
S 5.82652 -1.16409 -0.13373 -1.8 -0.7 1.2
O 5.46105 -2.38788 -0.85055 1.0 1.2 0.0
N 4.78340 0.10342 -0.52757 -0.2 -0.5 1.0
S 3.46325 0.01424 0.48470 1.7 -2.3 2.3
O 3.66231 0.61589 1.81437 -0.4 0.6 -1.6
O 3.11247 -1.41973 0.65181 -0.4 1.6 -0.9
C 1.97701 0.86625 -0.23117 -1.0 -0.3 -0.8
C 0.82151 -0.19862 -0.17914 -0.1 0.1 0.5
C 0.24503 -0.43308 1.13968 -0.4 -2.8 -2.8
C -0.79971 -1.44108 1.24727 1.6 1.0 -1.9
C -1.18749 -2.14915 0.04527 0.2 0.3 0.0
C -0.62963 -1.91249 -1.27186 1.4 1.7 1.5
C 0.42143 -0.89679 -1.38193 -1.0 -0.4 2.6
H 7.06377 -0.75587 -0.61192 -1.0 0.2 0.0
H 1.68680 1.75927 0.38252 0.8 -0.9 -0.3
H 2.13657 1.23844 -1.27226 0.1 -0.5 0.8
H 0.60952 0.11382 2.02026 0.5 -1.4 -0.8
H -1.23518 -1.61121 2.25930 0.7 0.2 -1.8
H -1.96223 -2.94014 0.14341 0.6 0.6 -0.1
H -0.94330 -2.46338 -2.18540 0.1 0.3 1.0
H 0.95560 -0.63810 -2.31223 -0.4 -0.4 0.9
C 0.01337 -0.50562 -5.91219 -0.1 -0.2 -0.1
Cl -0.35897 -0.74884 -4.19716 -0.1 0.1 -0.9
Cl 0.93116 1.00092 -6.10884 -0.1 -0.1 0.0
Cl 0.97516 -1.86437 -6.51928 -0.2 0.6 0.2
Cl -1.50255 -0.40090 -6.83085 0.2 -0.4 -0.2
C -3.16870 -2.72244 5.21404 0.0 -0.1 0.1
Cl -2.35984 -2.44033 3.66030 -0.6 -0.4 0.9
Cl -4.92619 -2.61531 4.99849 0.1 0.0 0.0
Cl -2.74152 -4.33397 5.81008 -0.1 0.2 0.0
Cl -2.64154 -1.49951 6.38257 0.0 -0.1 -0.1
C 6.40306 1.53030 -3.99794 -0.1 -0.1 0.3
Cl 4.79480 1.55041 -4.74481 0.1 0.0 0.0
Cl 7.63346 1.83710 -5.23966 -0.1 -0.1 0.0
Cl 6.48930 2.78455 -2.74799 -0.1 -0.3 -0.2
Cl 6.69000 -0.05228 -3.26329 0.1 0.2 -0.3
C -0.64160 -4.17108 -9.38926 0.0 0.0 0.1
Cl -1.22882 -5.57591 -10.29877 0.1 0.1 0.1
Cl -1.37502 -2.69582 -10.04291 0.1 -0.1 0.1
Cl -1.08252 -4.34411 -7.68408 0.0 -0.1 -0.2
Cl 1.12199 -4.06849 -9.53541 -0.2 0.0 0.0
C -6.59006 -0.67078 1.93953 0.2 0.0 -0.1
Cl -4.85096 -0.90431 1.69196 -0.3 0.1 0.0
Cl -6.88047 0.14934 3.48824 0.1 -0.1 -0.2
Cl -7.24797 0.31511 0.62247 0.2 -0.1 0.2
Cl -7.39373 -2.25161 1.95516 0.1 0.2 0.0
C 3.37703 -3.71424 -3.80339 0.2 0.1 0.2
Cl 4.52229 -2.36930 -3.83547 -0.3 -0.2 -0.1
Cl 2.88400 -4.10256 -5.46714 0.2 -0.4 0.0
Cl 4.14450 -5.13180 -3.06904 -0.1 0.1 -0.1
Cl 1.95609 -3.25698 -2.85431 0.2 -0.1 -0.1
C 8.60423 5.76011 -4.29293 -0.1 -0.2 0.0
Cl 9.70247 7.15724 -4.27489 -0.1 -0.1 0.1
Cl 8.18295 5.35943 -5.96751 0.0 0.0 0.3
Cl 9.40640 4.37317 -3.53553 0.1 0.3 -0.1
Cl 7.13170 6.15885 -3.39309 0.2 0.1 -0.1
C 9.42214 7.55677 -9.13764 0.0 0.0 0.1
Cl 8.73496 5.92445 -9.24158 0.1 0.2 -0.1
Cl 10.92820 7.62234 -10.07102 -0.1 0.0 0.1
Cl 8.26588 8.72635 -9.79932 0.1 -0.1 0.0
Cl 9.75866 7.95207 -7.44407 0.0 0.0 -0.4
C -3.78350 2.43441 -4.84853 0.1 0.0 0.1
Cl -2.05892 2.18383 -5.15479 -0.3 0.5 0.3
Cl -3.99601 3.26769 -3.29878 0.0 -0.1 -0.1
Cl -4.47871 3.41976 -6.14964 0.0 -0.1 0.1
Cl -4.60611 0.86484 -4.79267 0.1 0.1 0.0
C -1.43247 2.74218 3.10885 0.1 0.2 -0.2
Cl -0.52883 1.72480 1.96774 -1.5 2.1 1.0
Cl -1.59422 4.38959 2.45153 0.0 -0.1 0.0
Cl -3.04019 2.04309 3.36212 0.2 -0.3 -0.2
Cl -0.56538 2.80622 4.65202 -0.2 0.0 -0.2
C 1.81826 3.09911 7.95452 0.1 -0.1 -0.1
Cl 0.08108 2.74786 7.87591 0.2 0.0 0.1
Cl 2.05736 4.84170 8.18098 0.0 -0.1 0.0
Cl 2.53580 2.22212 9.31806 -0.1 0.1 -0.1
Cl 2.59275 2.58636 6.44860 -0.1 0.1 0.2
C -5.61833 4.82538 5.21826 0.1 0.0 0.0
Cl -6.31805 3.19927 5.10736 0.0 0.2 0.0
Cl -4.09692 4.85772 4.32310 -0.4 0.4 0.3
Cl -6.74473 6.00480 4.52133 0.1 -0.1 0.1
Cl -5.31949 5.22773 6.91925 -0.1 0.0 -0.1
C 0.72587 -4.69772 7.54005 0.0 0.1 -0.2
Cl 0.76582 -3.82302 6.00140 0.1 -0.1 0.2
Cl 2.37951 -5.10332 8.03044 -0.2 0.0 0.0
Cl -0.02610 -3.67784 8.78113 0.0 -0.1 -0.1
Cl -0.21649 -6.19132 7.35381 0.1 0.1 0.0
C -11.18579 -1.05777 1.37643 0.1 0.0 0.0
Cl -12.93298 -0.79811 1.21830 0.1 0.0 0.0
Cl -10.41422 -0.86839 -0.20717 -0.2 -0.1 0.1
Cl -10.51240 0.12973 2.50509 -0.1 -0.1 -0.1
Cl -10.88575 -2.69393 1.98831 -0.2 0.1 -0.1
C -11.39426 -2.13493 6.20418 0.1 0.0 0.0
Cl -12.11084 -3.75353 6.10540 0.1 0.1 0.0
Cl -9.86666 -2.11105 5.30966 -0.1 0.0 0.2
Cl -12.51016 -0.95197 5.49925 0.1 -0.1 0.1
Cl -11.09296 -1.72466 7.90202 0.0 0.0 -0.2
C 5.16192 -4.85435 2.72023 -0.3 0.6 -0.3
Cl 4.62449 -6.29989 1.83384 0.1 0.0 0.1
Cl 4.39337 -3.42325 2.04452 -0.1 -0.9 0.4
Cl 4.71861 -5.02166 4.43645 0.1 -0.1 0.0
Cl 6.92608 -4.70606 2.58307 -0.1 -0.1 0.1
```
Forces are in eV/Å.

Löwdin atomic charge list, values in e, 5 entries: -0.482, 0.501, -0.462, -0.391, 0.560


Going through the records in order, we get energy above the lowest of the compared OMol25 structures with the same formula, charge and spin values of 121.1 249.2 kJ/mol.
Going through the records in order, we get frontier orbital gap values of 0.2955 0.2520 Ha.
Going through the records in order, we get max |F| values of 8.14 3.93 eV/A.